Entry 1:
The following is a DFT calculation (wB97M-V/def2-TZVPD) of a molecular structure, C21H26Cl2N9O3STa.

```
63
Properties=species:S:1:pos:R:3:forces:R:3:mulliken_charge:R:1
Ta -0.006 0.174 0.928 -1.7 1.2 -1.2 1.126
N -0.315 4.050 -0.927 -0.1 -0.1 0.2 -0.344
C -0.343 3.149 0.064 -0.1 0.0 -0.1 0.654
S -1.568 1.857 -0.044 0.7 -0.6 0.0 -0.481
N 0.451 3.243 1.075 0.6 0.0 0.4 -1.304
N 0.298 2.167 1.930 -0.1 -0.9 -0.5 0.465
C 0.352 2.368 3.201 -0.3 0.0 0.2 -0.376
C -0.129 1.422 4.202 0.2 0.4 -0.3 0.895
C -0.061 1.767 5.550 0.1 0.2 0.2 -0.871
C -0.723 1.022 6.509 0.0 0.0 0.0 -0.767
C -1.466 -0.088 6.123 0.1 0.0 0.0 -0.687
C -1.506 -0.475 4.790 -0.2 -0.4 0.0 -0.600
C -0.838 0.271 3.849 0.0 0.0 -0.1 0.682
O -0.865 -0.088 2.526 -0.4 -0.6 1.5 0.051
H -1.037 4.043 -1.624 0.0 0.0 -0.1 0.227
H 0.257 4.873 -0.829 0.0 0.0 0.0 0.267
H 0.667 3.355 3.532 -0.1 0.0 0.0 0.500
H 0.512 2.642 5.841 -0.1 0.0 0.0 0.441
H -0.684 1.320 7.549 0.0 0.0 -0.1 0.442
H -2.016 -0.660 6.860 0.0 0.0 0.0 0.441
H -2.070 -1.345 4.473 0.0 0.1 0.0 0.504
O 1.548 0.289 -0.036 0.7 0.3 -1.4 0.053
N 2.488 0.656 -0.965 0.5 -0.1 0.6 -0.880
N 1.897 1.070 -2.019 0.0 0.1 0.0 1.287
O 0.677 1.140 -2.146 -0.4 0.0 -0.1 -0.525
C 2.774 1.522 -3.095 0.2 0.0 -0.1 0.416
C 2.194 2.236 -4.130 -0.2 0.0 0.1 -0.178
C 3.013 2.741 -5.126 0.1 0.0 0.0 -0.712
C 4.383 2.516 -5.080 0.0 0.0 -0.1 -0.434
C 4.938 1.763 -4.052 0.1 0.0 -0.1 -0.625
C 4.136 1.255 -3.049 0.0 -0.1 0.2 -0.360
H 1.125 2.393 -4.143 0.0 0.0 0.0 0.442
H 2.582 3.317 -5.934 0.0 0.0 0.0 0.390
H 5.024 2.920 -5.854 -0.1 0.0 0.0 0.409
H 6.005 1.577 -4.032 -0.1 0.0 0.0 0.396
H 4.553 0.654 -2.252 0.0 0.1 0.0 0.441
Cl 1.198 -2.328 1.559 0.2 -0.2 0.2 -0.048
C 2.224 -1.741 2.901 0.0 0.2 -0.1 -0.275
Cl 2.291 0.023 2.782 0.3 -0.2 0.2 0.051
H 3.216 -2.155 2.791 0.1 0.0 -0.1 0.420
H 1.762 -2.021 3.837 -0.1 0.0 0.1 0.357
C -2.660 -0.857 -0.774 -0.2 -0.3 -0.1 -1.034
N -3.421 -1.768 -1.580 0.0 -0.1 0.0 0.153
C -3.650 -3.013 -0.838 0.2 0.1 0.0 -0.677
N -2.368 -3.643 -0.492 -0.1 0.1 -0.1 0.085
C -1.591 -2.757 0.326 -0.3 -0.1 -0.1 -0.796
N -1.299 -1.435 -0.378 0.5 0.9 0.5 0.385
C -0.597 -1.792 -1.691 -0.2 -0.4 0.0 -0.748
N -1.385 -2.698 -2.485 0.0 0.0 0.1 0.158
C -2.676 -2.073 -2.809 0.1 0.0 0.2 -0.708
C -1.637 -3.934 -1.733 0.0 0.2 0.1 -0.735
H -3.208 -0.626 0.141 0.0 0.0 0.1 0.149
H -2.480 0.051 -1.338 0.0 0.0 -0.1 0.556
H -4.229 -3.699 -1.452 0.0 0.0 0.0 0.343
H -4.210 -2.799 0.072 0.0 0.0 0.0 0.341
H -0.653 -3.247 0.556 0.0 -0.1 -0.1 0.464
H -2.127 -2.537 1.250 0.0 0.1 0.0 0.256
H 0.360 -2.259 -1.448 0.0 0.0 0.1 0.243
H -0.432 -0.879 -2.237 0.1 0.4 -0.1 0.351
H -3.257 -2.754 -3.425 0.0 0.0 0.0 0.325
H -2.505 -1.151 -3.365 0.0 0.0 0.0 0.313
H -0.686 -4.412 -1.492 0.0 0.0 0.0 0.346
H -2.227 -4.614 -2.343 0.0 0.0 0.0 0.345
```
Forces are in eV/Å.

Output
**Relative energy (zero: lowest compared OMol25 entry of this formula, charge and spin)**: 49.5 kcal per mole
**HOMO energy**: -14.261 eV
**Charge**: +2
**Orbital gap**: 6.9 eV
**Molecular weight**: 736.42 g/mol
**F_max**: 2.43 eV Å⁻¹
**LUMO energy**: -0.2715 hartree

Entry 2:
The following is a DFT calculation (wB97M-V/def2-TZVPD) of a molecular structure, C36H35BaCl2N3OP2.

```
80
Properties=species:S:1:pos:R:3:forces:R:3:mulliken_charge:R:1
Ba 1.048 -1.691 -1.002 0.1 0.0 -0.2 1.773
Cl -1.160 -3.149 3.582 0.0 0.0 0.0 -0.184
C 0.515 -3.479 3.233 -0.1 -0.1 0.0 1.160
C 1.304 -4.055 4.245 0.0 0.0 0.0 -0.810
C 2.604 -4.375 3.996 0.0 0.0 0.0 0.676
Cl 3.565 -5.084 5.246 0.0 0.0 0.0 -0.233
C 3.170 -4.142 2.714 0.0 0.0 0.0 0.218
C 4.495 -4.480 2.369 0.0 0.0 0.0 -0.829
C 4.948 -4.233 1.104 0.0 0.0 0.0 -0.860
C 4.078 -3.632 0.184 0.0 0.0 -0.1 -0.483
N 2.836 -3.292 0.460 0.0 0.0 0.1 -0.080
C 2.364 -3.548 1.719 0.0 0.0 -0.1 0.094
C 0.991 -3.204 1.970 0.1 0.0 0.0 -0.688
O 0.274 -2.668 1.009 -0.1 0.1 0.1 -0.938
H 0.871 -4.247 5.216 0.0 0.0 0.0 0.497
H 5.135 -4.940 3.109 0.0 0.0 0.0 0.440
H 5.954 -4.491 0.804 0.0 0.0 0.0 0.435
H 4.426 -3.426 -0.824 0.0 0.0 0.0 0.530
C -0.531 2.493 -1.190 0.0 -0.1 0.0 -1.818
P -1.095 0.944 -0.380 -0.1 0.1 0.1 0.821
C -1.168 1.319 1.391 0.1 0.1 0.0 0.381
C -0.943 0.280 2.292 0.0 0.0 0.0 -0.136
C -1.021 0.515 3.660 0.0 0.0 0.0 -0.579
C -1.309 1.787 4.129 0.0 0.0 0.0 -0.720
C -1.526 2.830 3.235 0.0 0.0 0.0 -0.720
C -1.458 2.598 1.872 0.0 0.0 0.0 -0.023
C -2.874 0.907 -0.868 0.0 0.0 0.1 0.418
C -3.206 0.572 -2.184 0.0 0.0 0.0 -0.492
C -4.533 0.507 -2.596 0.0 0.0 0.0 -0.761
C -5.554 0.782 -1.692 0.0 0.0 0.0 -0.599
C -5.238 1.113 -0.379 0.0 0.0 0.0 -0.888
C -3.911 1.163 0.034 0.0 0.0 0.0 -0.322
P 1.135 3.014 -0.555 -0.1 0.0 0.0 0.044
C 2.152 1.557 -1.088 0.0 0.0 0.0 0.780
C 2.901 0.895 -0.111 0.0 0.0 0.0 -0.351
C 3.815 -0.098 -0.461 0.0 0.0 0.0 -0.695
C 3.981 -0.447 -1.797 0.0 0.0 0.0 -0.403
C 3.224 0.190 -2.780 0.0 0.0 0.0 -1.051
C 2.320 1.186 -2.426 0.0 0.0 0.0 -0.274
C 1.653 4.203 -1.838 0.1 0.0 0.0 0.548
C 2.958 4.685 -1.716 0.0 0.0 0.0 -0.424
C 3.457 5.602 -2.625 0.0 0.0 0.0 -0.678
C 2.649 6.068 -3.654 0.0 0.0 0.0 -0.495
C 1.345 5.614 -3.770 0.0 0.0 0.0 -0.735
C 0.848 4.681 -2.867 0.0 0.0 0.0 -0.137
H -1.234 3.309 -1.013 0.0 0.0 0.0 0.835
H -0.511 2.295 -2.266 0.0 0.0 0.0 0.803
H -0.695 -0.717 1.937 0.0 0.0 0.0 0.116
H -0.845 -0.297 4.353 0.0 0.0 0.0 0.450
H -1.359 1.973 5.194 0.0 0.0 0.0 0.415
H -1.743 3.823 3.602 0.0 0.0 0.0 0.454
H -1.625 3.420 1.187 0.0 0.0 0.0 0.437
H -2.420 0.375 -2.908 0.0 0.0 0.0 0.340
H -4.768 0.267 -3.625 0.0 0.0 0.0 0.429
H -6.586 0.761 -2.017 0.0 0.0 0.0 0.445
H -6.027 1.358 0.323 0.0 0.0 0.0 0.491
H -3.680 1.433 1.057 0.0 0.0 0.0 0.391
H 2.796 1.189 0.928 0.0 0.0 0.0 0.427
H 4.411 -0.579 0.305 0.0 0.0 0.0 0.356
H 4.720 -1.186 -2.079 0.0 0.0 0.0 0.450
H 3.375 -0.055 -3.824 0.0 0.0 0.0 0.468
H 1.789 1.726 -3.203 0.0 0.0 0.0 0.428
H 3.586 4.343 -0.900 0.0 0.0 0.0 0.385
H 4.471 5.965 -2.524 0.0 0.0 0.0 0.405
H 3.034 6.793 -4.358 0.0 0.0 0.0 0.397
H 0.709 5.987 -4.561 0.0 0.0 0.0 0.404
H -0.177 4.349 -2.974 0.0 0.0 0.0 0.317
N -4.626 -2.123 -0.182 0.0 -0.1 0.0 -0.032
C -3.418 -2.556 0.621 0.0 0.0 0.0 -0.469
C -2.411 -3.299 -0.231 0.0 0.1 0.1 -0.230
N -1.887 -2.484 -1.346 0.1 -0.1 0.0 -0.242
H -5.338 -1.702 0.417 0.0 0.0 0.0 0.421
H -5.050 -2.916 -0.666 0.0 0.0 0.0 0.390
H -4.390 -1.408 -0.882 0.0 0.0 0.0 -0.005
H -3.777 -3.177 1.440 0.0 0.0 0.0 0.478
H -2.988 -1.644 1.039 0.0 0.0 0.0 0.136
H -2.831 -4.227 -0.623 0.0 0.0 0.0 0.611
H -1.598 -3.558 0.449 0.0 0.0 0.0 -0.299
H -2.094 -1.499 -1.212 0.0 0.0 0.0 -0.118
H -2.301 -2.763 -2.227 0.0 0.0 0.0 0.307
```
Forces are in eV/Å.

Output
**Relative energy (zero: lowest compared OMol25 entry of this formula, charge and spin)**: 3.1 kcal per mole
**HOMO energy**: -12.019 eV
**Charge**: +2
**Orbital gap**: 7.0 eV
**Molecular weight**: 795.88 g/mol
**F_max**: 0.21 eV Å⁻¹
**LUMO energy**: -0.1853 hartree

Entry 3:
The following is a DFT calculation (wB97M-V/def2-TZVPD) of 5 unconnected molecules or ions with the total composition C33H36F4INO4.

```
79
Properties=species:S:1:pos:R:3:forces:R:3:mulliken_charge:R:1
O -3.346 2.883 5.859 1.6 0.9 -1.5 -0.498
C -2.509 3.304 5.079 -1.9 -0.4 1.3 0.191
O -2.787 3.654 3.788 -0.2 -0.4 0.6 -0.369
C -2.207 2.707 2.889 0.4 0.3 -0.4 -0.332
C -2.206 3.255 1.479 0.0 0.0 0.2 -0.623
C -1.147 2.587 0.623 -0.6 -0.6 0.0 -0.737
C -1.303 1.049 0.569 0.8 1.0 0.4 -0.225
N -0.204 0.413 1.379 -0.9 -1.0 -0.6 0.919
C -0.781 -0.547 2.344 0.1 0.1 0.0 -0.707
C 0.227 -1.434 3.044 0.1 0.3 0.3 -0.701
C 1.009 -0.818 4.191 -0.2 -0.2 -0.2 -1.280
I 2.271 0.831 3.709 0.0 0.1 0.1 -0.071
C 0.649 -0.253 0.459 1.9 1.0 -0.3 0.064
O 1.764 0.146 0.162 -1.7 -0.8 0.4 -0.605
O 0.121 -1.371 -0.113 0.1 0.1 0.6 -0.411
H -1.468 3.496 5.366 0.1 -0.2 0.0 0.407
H -1.181 2.492 3.193 0.2 -0.1 0.1 0.308
H -2.780 1.788 2.908 -0.2 -0.3 0.3 0.310
H -2.020 4.322 1.506 0.0 0.3 0.1 0.290
H -3.197 3.108 1.062 -0.2 0.1 -0.2 0.273
H -0.166 2.772 1.040 0.3 0.2 -0.1 0.407
H -1.225 2.987 -0.376 0.2 0.2 -0.3 0.242
H -1.246 0.695 -0.449 0.0 -0.1 -0.3 -0.196
H -2.277 0.757 0.941 -0.2 -0.3 0.2 0.566
H -1.535 -1.169 1.867 -0.1 -0.2 -0.2 0.381
H -1.293 0.029 3.105 -0.2 0.3 0.2 0.263
H 0.917 -1.909 2.358 0.2 -0.1 -0.3 0.231
H -0.343 -2.237 3.500 -0.1 -0.3 0.1 0.500
H 1.669 -1.567 4.573 0.5 -0.4 0.2 0.595
H 0.368 -0.543 5.014 -0.3 0.5 0.1 0.537
H 0.885 -1.833 -0.477 0.1 -0.1 -0.5 0.280
F 2.938 -3.366 3.427 -0.3 0.2 0.1 -0.292
C 4.113 -3.488 2.777 0.4 0.0 -0.2 0.668
C 4.520 -4.760 2.434 -0.1 -0.2 0.0 -0.497
C 5.718 -4.925 1.759 0.1 0.1 0.0 -0.509
C 6.498 -3.820 1.457 0.1 0.0 0.0 -0.580
C 6.069 -2.550 1.817 0.0 0.0 0.0 -0.438
C 4.860 -2.365 2.476 0.0 0.2 0.0 -0.238
H 3.902 -5.610 2.692 0.0 0.0 0.0 0.521
H 6.041 -5.917 1.472 0.0 0.0 0.0 0.393
H 7.437 -3.946 0.936 0.0 0.0 0.0 0.383
H 6.678 -1.689 1.578 0.0 0.0 0.0 0.370
H 4.520 -1.365 2.735 -0.1 -0.2 0.0 0.249
F 3.497 -7.337 0.123 0.0 0.0 0.0 -0.318
C 2.527 -6.659 -0.525 -0.1 0.1 -0.1 0.453
C 1.912 -5.602 0.112 0.0 0.1 0.2 -0.461
C 0.916 -4.904 -0.555 0.1 -0.1 -0.1 -0.291
C 0.547 -5.275 -1.841 0.0 0.1 0.0 -0.769
C 1.179 -6.344 -2.463 0.0 0.1 0.1 -0.251
C 2.181 -7.043 -1.805 0.1 -0.1 -0.1 -0.532
H 2.209 -5.333 1.115 0.0 0.0 0.0 0.272
H 0.426 -4.071 -0.069 -0.1 0.0 0.1 0.647
H -0.234 -4.732 -2.358 0.0 0.0 0.0 0.438
H 0.890 -6.637 -3.463 0.0 0.0 0.0 0.365
H 2.689 -7.875 -2.273 0.0 0.0 0.0 0.427
F -2.164 2.084 -2.308 0.0 -0.1 0.0 -0.115
C -1.956 1.526 -3.522 0.0 0.0 -0.2 0.385
C -2.236 2.282 -4.639 -0.1 0.2 -0.1 -0.130
C -2.024 1.729 -5.893 0.1 -0.2 0.1 -0.527
C -1.543 0.431 -6.007 0.0 0.0 0.0 -0.583
C -1.271 -0.312 -4.866 0.0 0.1 -0.1 -0.482
C -1.473 0.237 -3.607 0.0 -0.1 0.2 -0.467
H -2.617 3.287 -4.527 0.0 0.0 0.0 0.304
H -2.233 2.312 -6.779 0.0 0.0 0.0 0.404
H -1.380 -0.001 -6.985 0.0 0.0 0.0 0.366
H -0.898 -1.324 -4.954 0.0 0.0 0.0 0.395
H -1.259 -0.324 -2.706 0.0 0.0 0.0 0.418
F -3.870 5.375 -4.520 0.0 0.0 0.0 -0.377
C -3.419 5.780 -3.313 0.1 0.1 0.2 0.420
C -4.332 6.059 -2.317 -0.2 0.0 0.0 -0.630
C -3.862 6.466 -1.076 0.1 0.0 0.0 -0.346
C -2.498 6.593 -0.852 0.0 0.0 0.0 -0.610
C -1.599 6.308 -1.870 -0.1 0.0 0.0 -0.340
C -2.058 5.894 -3.112 0.1 -0.1 -0.1 -0.245
H -5.390 5.957 -2.514 0.0 0.0 0.0 0.436
H -4.564 6.683 -0.283 0.0 0.0 0.0 0.391
H -2.137 6.913 0.116 0.0 0.0 0.0 0.446
H -0.536 6.408 -1.699 0.0 0.0 0.0 0.395
H -1.373 5.658 -3.916 0.0 0.0 0.0 0.473
```
Forces are in eV/Å.

Output
**HOMO energy**: -8.943 eV
**Charge**: 0
**Orbital gap**: 9.4 eV
**Molecular weight**: 713.55 g/mol
**F_max**: 2.38 eV Å⁻¹
**LUMO energy**: 0.0180 hartree

Entry 4:
The following is a DFT calculation (wB97M-V/def2-TZVPD) of a molecular structure, C9H24AlNO5P.

```
41
Properties=species:S:1:pos:R:3:forces:R:3:mulliken_charge:R:1
C -0.238 -0.014 -3.885 0.0 0.0 0.4 -1.314
C 0.964 -0.164 -2.944 0.2 -0.4 -0.2 0.862
C 0.728 -1.141 -1.796 0.2 -0.2 -0.2 -1.164
N 2.068 0.416 -3.099 -0.4 0.7 0.3 -0.485
Al 2.205 2.260 -3.581 0.4 -0.1 -0.1 0.146
C 2.723 3.211 -1.857 -0.2 -0.3 0.0 -1.218
C 1.705 2.881 -0.777 0.2 -0.2 -0.2 0.738
C 2.202 1.785 0.167 -0.1 0.2 0.1 -1.166
O 1.348 4.058 -0.003 0.2 0.0 0.1 -0.593
H -0.721 0.944 -3.706 0.0 0.1 -0.2 0.295
H 0.124 -0.052 -4.907 0.0 0.2 -0.2 0.275
H -0.976 -0.802 -3.741 -0.1 -0.1 0.0 0.393
H 0.257 -0.622 -0.961 -0.2 0.0 0.1 0.077
H 1.680 -1.533 -1.449 0.1 0.0 0.1 0.357
H 0.083 -1.963 -2.105 -0.1 -0.1 0.1 0.461
H 3.274 2.529 -4.775 0.1 -0.1 0.0 -0.325
H 0.746 2.881 -3.973 -0.1 0.0 0.0 -0.286
H 3.721 2.918 -1.522 0.2 0.1 0.0 0.330
H 2.720 4.289 -2.025 0.0 0.1 -0.1 0.416
H 0.781 2.516 -1.241 -0.1 0.1 -0.1 0.155
H 2.674 2.274 1.020 0.2 0.0 0.1 0.513
H 1.388 1.165 0.541 -0.1 -0.1 0.1 -0.106
H 2.926 1.148 -0.331 0.0 -0.2 -0.1 0.315
H 0.399 4.060 0.079 -0.4 0.0 0.1 0.337
C -1.188 0.189 3.812 0.0 0.1 0.0 -0.768
O -1.252 -0.577 2.604 0.0 -0.1 0.1 -0.087
P -2.235 -1.808 2.491 0.1 0.1 -0.2 0.886
O -3.466 -1.717 3.282 0.0 0.0 0.2 -0.716
O -1.362 -3.105 2.799 0.0 0.0 0.0 -0.277
C -0.897 -3.317 4.131 0.0 0.0 0.1 -0.689
O -2.390 -1.895 0.934 0.0 -0.1 0.0 -0.247
C -3.366 -2.792 0.387 0.0 0.0 -0.1 -0.690
H -0.816 1.174 3.543 0.0 0.0 0.0 0.233
H -2.175 0.280 4.265 0.0 0.0 0.0 0.354
H -0.496 -0.273 4.516 0.0 0.0 0.0 0.310
H -1.613 -2.945 4.866 0.0 0.0 0.0 0.355
H 0.068 -2.826 4.266 0.0 0.0 0.0 0.229
H -0.773 -4.388 4.269 0.0 0.0 0.0 0.261
H -4.258 -2.229 0.122 0.0 0.0 0.0 0.261
H -3.630 -3.579 1.092 0.0 0.0 0.0 0.324
H -2.933 -3.235 -0.506 0.0 0.0 0.0 0.249
```
Forces are in eV/Å.

Output
**HOMO energy**: -3.755 eV
**Charge**: -1
**Orbital gap**: 6.1 eV
**Molecular weight**: 284.25 g/mol
**F_max**: 0.87 eV Å⁻¹
**LUMO energy**: 0.0857 hartree

Entry 5:
The following is a DFT calculation (wB97M-V/def2-TZVPD) of a gas-phase ion, C6H16NO4 (charge +1).

```
27
Properties=species:S:1:pos:R:3:forces:R:3:mulliken_charge:R:1
C -1.196 -2.232 1.429 0.2 -0.6 -4.4 -0.635
O 0.007 -1.471 1.422 0.2 -0.6 0.5 -0.365
C -0.180 -0.164 1.413 0.1 0.6 -0.6 0.395
C 0.968 0.510 2.093 -2.0 1.5 2.1 -1.618
N -0.089 0.317 -0.272 1.0 1.2 2.0 0.967
O -1.144 -0.267 -0.855 -0.4 -0.4 0.5 -0.334
C -1.565 0.261 -2.079 2.1 1.2 -2.6 -0.690
O -0.222 1.675 -0.265 -0.2 0.7 0.1 -0.442
C 0.994 2.481 -0.453 -0.5 0.0 2.7 -0.601
O 1.124 0.107 -0.913 -0.8 1.0 1.0 -0.394
C 1.228 -1.186 -1.363 -3.1 -2.6 0.8 -0.682
H -1.673 -2.196 2.331 -0.8 -0.5 2.7 0.380
H -0.969 -3.254 0.970 -0.4 1.4 1.1 0.264
H -1.853 -1.667 0.742 -0.1 -0.9 0.1 0.257
H -1.248 0.202 1.658 1.7 -0.4 -0.5 0.446
H 0.758 1.560 2.304 0.1 0.3 -0.8 0.421
H 1.938 0.364 1.731 1.2 -0.5 -0.9 0.405
H 0.947 0.197 3.144 0.0 -0.7 -0.3 0.422
H -1.653 1.331 -2.107 0.3 0.6 0.5 0.295
H -2.527 -0.063 -2.190 -2.4 -1.3 -0.4 0.365
H -0.929 -0.015 -2.980 -0.6 -0.1 1.3 0.307
H 1.871 2.204 0.200 -1.4 0.4 -0.3 0.286
H 0.524 3.443 -0.281 0.5 0.3 0.4 0.299
H 1.326 2.459 -1.414 0.7 -0.3 -2.9 0.338
H 0.232 -1.551 -1.716 1.2 0.6 -1.3 0.305
H 1.275 -1.930 -0.597 1.3 -0.1 1.1 0.242
H 2.055 -1.116 -1.954 1.9 -0.7 -2.2 0.366
```
Forces are in eV/Å.

Output
**Relative energy (zero: lowest compared OMol25 entry of this formula, charge and spin)**: 157.8 kcal per mole
**HOMO energy**: -14.256 eV
**Charge**: +1
**Orbital gap**: 11.9 eV
**Molecular weight**: 166.20 g/mol
**F_max**: 4.43 eV Å⁻¹
**LUMO energy**: -0.0856 hartree